No. 1
The molecule C5H8N2O, computed with ωB97M-V/def2-TZVPD.

CARTESIAN COORDINATES (ANGSTROEM)
1 O 0.88 -1.27 1.83
2 N 1.94 -0.43 -0.87
3 N -0.92 -1.51 0.35
4 C -0.85 0.41 1.90
5 C 0.25 1.19 -1.57
6 C -0.47 -1.20 -0.80
7 C -0.13 -0.79 1.35
8 C 0.70 -0.12 -0.99
9 H 0.93 1.49 -2.38
10 H -0.81 -1.59 -1.76
11 H -0.14 1.24 1.98
12 H -1.67 0.71 1.25
13 H 0.27 1.95 -0.79
14 H -1.25 0.16 2.88
15 H 2.05 -1.34 -0.40
16 H -0.76 1.12 -1.97

The HOMO-LUMO gap is 10.03 eV. The HOMO energy comes out at -9.5 eV. Its SMILES is [H]/N=C(C)\C=N/C(C)=O. For the lowest unoccupied orbital energy, the calculation gives 0.0186 Ha. For the max |F|, the calculation gives 2.333 eV/A. For the energy above the lowest of the compared OMol25 structures with the same formula, charge and spin, the calculation gives 163.99 kJ/mol. The net charge is 0.

No. 2
The molecule C3H4N2O2, computed with ωB97M-V/def2-TZVPD.

CARTESIAN COORDINATES (ANGSTROEM)
1 O 1.16 0.46 -1.07
2 O -1.05 -1.28 2.41
3 N -0.26 -1.07 1.52
4 N -0.74 -0.72 -0.84
5 C 0.63 0.82 0.23
6 C -0.59 -0.12 0.45
7 C 0.17 -0.30 -1.62
8 H 1.50 0.60 0.81
9 H -1.41 0.50 0.71
10 H 0.13 -0.71 -2.63
11 H 0.48 1.81 0.04

The HOMO-LUMO gap is 8.94 eV. The HOMO energy comes out at -9.3 eV. Its SMILES is O=N[C@H]1COC=N1. For the lowest unoccupied orbital energy, the calculation gives -0.0134 Ha. For the max |F|, the calculation gives 3.539 eV/A. For the energy above the lowest of the compared OMol25 structures with the same formula, charge and spin, the calculation gives 492.66 kJ/mol. The net charge is 0.

No. 3
The molecule C5H10N2, computed with ωB97M-V/def2-TZVPD.

CARTESIAN COORDINATES (ANGSTROEM)
1 N 0.04 0.04 -0.73
2 N -1.52 0.57 1.51
3 C 0.94 -2.12 -1.08
4 C 0.91 -0.70 -1.63
5 C -1.49 1.96 1.14
6 C -0.22 1.20 1.34
7 C 0.57 0.76 0.16
8 H -1.72 2.26 0.12
9 H 1.92 -0.27 -1.70
10 H -1.85 2.64 1.91
11 H 0.47 -0.68 -2.63
12 H -0.09 -2.44 -0.88
13 H 1.41 -2.85 -1.74
14 H 1.64 1.03 0.14
15 H 0.34 1.35 2.25
16 H 1.48 -2.11 -0.12
17 H -1.66 0.00 0.68

The HOMO-LUMO gap is 10.45 eV. The HOMO energy comes out at -9.3 eV. Its SMILES is CC/N=C/[C@H]1CN1. For the lowest unoccupied orbital energy, the calculation gives 0.0419 Ha. For the max |F|, the calculation gives 0.637 eV/A. For the energy above the lowest of the compared OMol25 structures with the same formula, charge and spin, the calculation gives 154.87 kJ/mol. The net charge is 0.

No. 4
A cluster of 2 separate species, C17H30F4N4O6S in total, computed with ωB97M-V/def2-TZVPD.

CARTESIAN COORDINATES (ANGSTROEM)
1 S -1.89 4.71 -0.50
2 F 3.06 1.36 0.66
3 F 4.36 -0.34 0.43
4 F 3.58 0.16 2.37
5 F -2.48 -0.12 1.48
6 O -4.45 -0.07 -2.86
7 O 1.19 -1.48 -2.85
8 O 5.59 2.04 2.56
9 O -0.25 -4.88 -0.57
10 O 5.92 1.85 0.34
11 O -1.92 -0.23 -1.40
12 N -2.41 -5.48 0.07
13 N -6.23 -1.04 -0.58
14 N 1.65 -0.33 -0.85
15 N -0.94 2.04 -1.21
16 C -1.95 1.04 0.83
17 C -1.72 -2.95 0.14
18 C -1.33 -4.46 -0.15
19 C 0.62 -0.50 -1.92
20 C -3.39 1.64 -1.28
21 C 8.28 1.97 0.90
22 C 4.07 0.69 1.25
23 C 5.27 1.59 1.50
24 C -1.97 1.01 -0.76
25 C -4.54 0.57 -1.55
26 C -0.51 1.29 1.51
27 C -0.40 0.78 3.02
28 C -0.78 -1.05 -1.38
29 C -4.86 -0.44 -0.37
30 C 7.05 2.73 0.43
31 C -0.52 -1.91 -0.02
32 C -1.25 3.23 -0.94
33 H 0.26 1.51 3.59
34 H 9.15 2.62 0.89
35 H -4.06 -1.21 -0.15
36 H -1.39 0.74 3.56
37 H -1.02 -1.90 -2.12
38 H 2.34 0.38 -1.11
39 H -3.59 0.13 -3.27
40 H 7.22 3.12 -0.57
41 H 0.53 0.45 -2.55
42 H -3.12 -5.23 -0.66
43 H -5.50 1.21 -1.65
44 H 0.36 0.88 0.91
45 H -4.97 0.19 0.59
46 H -2.11 -2.89 1.20
47 H -2.86 -5.16 0.95
48 H 8.47 1.11 0.26
49 H 0.13 -0.24 3.01
50 H -3.82 2.37 -0.51
51 H -0.31 -1.27 0.88
52 H 1.36 -2.32 -2.38
53 H -6.57 -1.46 0.30
54 H 8.14 1.59 1.92
55 H -2.60 1.92 1.18
56 H 6.83 3.58 1.08
57 H -6.15 -1.73 -1.33
58 H -2.51 -2.67 -0.65
59 H -3.26 2.14 -2.31
60 H -0.36 2.43 1.53
61 H 0.43 -2.51 -0.22
62 H 2.15 -1.22 -0.69

The HOMO-LUMO gap is 8.79 eV. The HOMO energy comes out at -9.3 eV. Its SMILES is CC[C@H](F)[C@@](C[C@@H](O)CN)(N=C=S)O[C@H](CCC(N)=O)[C@@H](N)O.CCOC(=O)C(F)(F)F. For the lowest unoccupied orbital energy, the calculation gives -0.0192 Ha. For the max |F|, the calculation gives 4.060 eV/A. The net charge is 0.